[1]
ORCA calculation (wB97M-V/def2-TZVPD) on a cluster of 2 separate species, C2H4O4 in total at a distorted geometry.

## Properties
E_LUMO in eV: 0.33
Relative energy (zero: lowest compared OMol25 entry of this formula, charge and spin) in eV: 1.4494
HOMO energy in eV: -10.578
HOMO-LUMO gap in eV: 10.9
M in Da: 92.050

Last column: Löwdin charge in e.
Positions of all 10 atoms, in Å:
O  -2.21  -0.77  -1.09  0.03
C  -1.81  -1.24  -0.03  -0.38
O  -0.99  -0.62  0.83  0.04
H  -2.38  -2.21  0.35  0.16
H  -0.33  -0.14  0.29  0.04
O  2.94  1.03  -0.46  0.13
C  1.92  0.69  0.06  -0.32
O  0.72  1.01  -0.54  0.00
H  1.71  0.29  1.04  0.14
H  0.44  1.95  -0.46  0.16

[2]
ORCA calculation (wB97M-V/def2-TZVPD) on an isolated molecule of C3H6ClNS at a distorted geometry.

## Properties
E_LUMO in eV: 0.64
Relative energy (zero: lowest compared OMol25 entry of this formula, charge and spin) in eV: 1.9900
HOMO energy in eV: -8.750
HOMO-LUMO gap in eV: 9.4
M in Da: 123.608

Last column: Löwdin charge in e.
Positions of all 12 atoms, in Å:
C  -1.90  -0.71  -0.83  -0.13
N  -0.84  -0.71  0.15  -0.12
C  -0.23  -1.62  0.65  -0.94
Cl  -0.31  -3.32  0.35  0.62
S  1.40  -1.14  1.89  0.69
C  1.48  0.66  1.75  -0.46
H  -2.31  -1.80  -0.75  0.08
H  -1.59  -0.49  -1.92  0.11
H  -2.58  0.16  -0.59  0.08
H  0.94  0.97  2.66  0.02
H  0.97  0.93  0.85  0.00
H  2.55  0.96  1.86  0.04

[3]
ORCA calculation (wB97M-V/def2-TZVPD) on a cluster of 4 separate species, C19H21N3O6 in total.

## Properties
E_LUMO in eV: 0.16
Relative energy (zero: lowest compared OMol25 entry of this formula, charge and spin) in eV: 6.1372
HOMO energy in eV: -9.211
HOMO-LUMO gap in eV: 9.4
M in Da: 387.392

Last column: Löwdin charge in e.
Positions of all 49 atoms, in Å:
O  -3.06  2.97  -1.22  0.18
C  -4.14  3.34  -0.93  -0.54
O  -4.52  3.74  0.33  0.12
C  -5.80  4.33  0.18  -0.30
O  -5.53  5.61  -0.35  0.06
C  -6.36  3.37  -0.86  -0.19
C  -7.64  3.65  -1.62  -0.13
O  -8.80  3.35  -0.88  -0.11
O  -8.69  4.00  0.39  -0.01
O  -5.21  3.38  -1.76  0.09
H  -6.36  4.42  1.11  0.16
H  -6.36  6.07  -0.52  0.11
H  -6.36  2.35  -0.48  0.18
H  -7.67  2.96  -2.47  0.15
H  -7.66  4.66  -2.04  0.14
H  -9.50  4.53  0.42  0.11
C  -0.55  0.65  -1.55  -0.07
C  -0.19  0.30  -0.26  -0.06
C  0.90  -0.54  -0.08  -0.14
N  1.62  -1.03  -1.09  0.04
C  1.27  -0.69  -2.32  -0.16
C  0.20  0.15  -2.60  -0.07
H  -1.39  1.30  -1.72  0.08
H  -0.74  0.66  0.60  0.10
H  1.22  -0.84  0.91  0.09
H  1.87  -1.10  -3.12  0.10
H  -0.04  0.40  -3.63  0.10
C  3.71  -4.13  3.97  -0.08
C  3.53  -3.09  4.86  -0.08
C  2.55  -2.15  4.59  -0.16
N  1.77  -2.19  3.52  0.05
C  1.95  -3.20  2.67  -0.16
C  2.91  -4.19  2.85  -0.07
H  4.47  -4.88  4.15  0.10
H  4.14  -3.00  5.75  0.10
H  2.38  -1.31  5.27  0.10
H  1.30  -3.20  1.80  0.10
H  3.01  -4.98  2.12  0.10
C  6.30  -3.46  -1.78  -0.09
C  5.04  -2.90  -1.73  -0.07
C  4.93  -1.57  -1.34  -0.15
N  5.97  -0.81  -1.00  0.05
C  7.18  -1.37  -1.06  -0.17
C  7.40  -2.69  -1.44  -0.08
H  6.43  -4.50  -2.09  0.10
H  4.16  -3.47  -1.99  0.10
H  3.95  -1.10  -1.29  0.07
H  8.01  -0.73  -0.78  0.10
H  8.40  -3.09  -1.47  0.10

[4]
ORCA calculation (wB97M-V/def2-TZVPD) on a structure of composition C25H32BiN2P2 at a distorted geometry.

## Properties
E_LUMO (alpha / beta) in eV: -4.32 / -4.32
Total charge: +1
HOMO energy (alpha / beta) in eV: -8.880 / -8.881
HOMO-LUMO gap (alpha / beta) in eV: 4.6 / 4.6
M in Da: 631.473

Last column: Löwdin charge in e.
Positions of all 62 atoms, in Å:
C  -1.42  -0.50  -4.47  -0.06
C  -0.52  0.14  -3.62  -0.24
C  -0.95  1.35  -2.99  -0.22
C  -2.34  1.41  -2.66  -0.19
C  -3.26  0.73  -3.46  -0.04
C  -2.78  -0.15  -4.44  -0.09
C  -2.66  2.03  -1.36  -0.09
C  -1.83  3.23  -1.15  -0.20
C  -0.46  3.11  -1.54  -0.23
C  0.49  3.73  -0.67  -0.25
C  0.10  4.87  0.02  -0.06
C  -1.26  5.23  0.07  -0.09
C  -2.23  4.36  -0.43  -0.04
H  -1.07  -1.30  -5.12  0.12
H  -4.32  0.92  -3.33  0.12
H  -3.47  -0.61  -5.15  0.10
H  -3.73  2.15  -1.13  0.12
H  0.85  5.46  0.55  0.12
H  -1.55  6.16  0.56  0.10
H  -3.30  4.55  -0.29  0.12
N  -0.07  2.31  -2.59  0.18
Bi  -1.13  -0.13  0.89  1.29
C  0.77  -0.49  -3.14  -0.28
H  1.54  0.28  -3.02  0.08
H  1.10  -1.28  -3.83  0.09
C  1.76  2.97  -0.38  -0.26
H  2.18  2.58  -1.32  0.08
H  2.49  3.60  0.14  0.10
P  0.53  -1.27  -1.43  0.72
P  1.42  1.45  0.71  0.81
C  1.47  2.26  2.36  -0.29
H  1.55  1.49  3.14  0.04
H  2.35  2.92  2.43  0.06
H  0.56  2.84  2.52  0.04
C  3.10  0.73  0.67  -0.26
H  3.82  1.42  1.14  0.07
H  3.12  -0.22  1.21  0.02
H  3.41  0.56  -0.37  0.04
C  -0.48  -2.73  -1.88  -0.29
H  -0.04  -3.25  -2.75  0.06
H  -0.52  -3.42  -1.03  0.04
H  -1.50  -2.42  -2.13  0.04
C  2.15  -2.11  -1.23  -0.29
H  2.15  -2.68  -0.29  0.03
H  2.32  -2.80  -2.07  0.06
H  2.96  -1.37  -1.19  0.02
H  -2.24  1.10  -0.37  -0.05
H  -1.54  0.96  2.25  -0.14
C  0.50  -5.12  4.96  -0.03
C  0.28  -3.97  4.04  -0.24
C  -1.01  -3.47  3.86  0.00
C  -1.23  -2.41  2.99  -0.15
N  -0.21  -1.84  2.29  -0.20
C  1.06  -2.30  2.48  -0.11
C  1.32  -3.36  3.34  0.00
H  0.18  -4.87  5.98  0.10
H  -0.08  -6.00  4.65  0.10
H  1.56  -5.39  4.99  0.09
H  -1.87  -3.90  4.38  0.13
H  -2.22  -1.98  2.83  0.10
H  1.85  -1.80  1.92  0.08
H  2.35  -3.71  3.45  0.13

Copy entry 4 word for word.
ORCA calculation (wB97M-V/def2-TZVPD) on a structure of composition C25H32BiN2P2 at a distorted geometry.

## Properties
E_LUMO (alpha / beta) in eV: -4.32 / -4.32
Total charge: +1
HOMO energy (alpha / beta) in eV: -8.880 / -8.881
HOMO-LUMO gap (alpha / beta) in eV: 4.6 / 4.6
M in Da: 631.473

Last column: Löwdin charge in e.
Positions of all 62 atoms, in Å:
C  -1.42  -0.50  -4.47  -0.06
C  -0.52  0.14  -3.62  -0.24
C  -0.95  1.35  -2.99  -0.22
C  -2.34  1.41  -2.66  -0.19
C  -3.26  0.73  -3.46  -0.04
C  -2.78  -0.15  -4.44  -0.09
C  -2.66  2.03  -1.36  -0.09
C  -1.83  3.23  -1.15  -0.20
C  -0.46  3.11  -1.54  -0.23
C  0.49  3.73  -0.67  -0.25
C  0.10  4.87  0.02  -0.06
C  -1.26  5.23  0.07  -0.09
C  -2.23  4.36  -0.43  -0.04
H  -1.07  -1.30  -5.12  0.12
H  -4.32  0.92  -3.33  0.12
H  -3.47  -0.61  -5.15  0.10
H  -3.73  2.15  -1.13  0.12
H  0.85  5.46  0.55  0.12
H  -1.55  6.16  0.56  0.10
H  -3.30  4.55  -0.29  0.12
N  -0.07  2.31  -2.59  0.18
Bi  -1.13  -0.13  0.89  1.29
C  0.77  -0.49  -3.14  -0.28
H  1.54  0.28  -3.02  0.08
H  1.10  -1.28  -3.83  0.09
C  1.76  2.97  -0.38  -0.26
H  2.18  2.58  -1.32  0.08
H  2.49  3.60  0.14  0.10
P  0.53  -1.27  -1.43  0.72
P  1.42  1.45  0.71  0.81
C  1.47  2.26  2.36  -0.29
H  1.55  1.49  3.14  0.04
H  2.35  2.92  2.43  0.06
H  0.56  2.84  2.52  0.04
C  3.10  0.73  0.67  -0.26
H  3.82  1.42  1.14  0.07
H  3.12  -0.22  1.21  0.02
H  3.41  0.56  -0.37  0.04
C  -0.48  -2.73  -1.88  -0.29
H  -0.04  -3.25  -2.75  0.06
H  -0.52  -3.42  -1.03  0.04
H  -1.50  -2.42  -2.13  0.04
C  2.15  -2.11  -1.23  -0.29
H  2.15  -2.68  -0.29  0.03
H  2.32  -2.80  -2.07  0.06
H  2.96  -1.37  -1.19  0.02
H  -2.24  1.10  -0.37  -0.05
H  -1.54  0.96  2.25  -0.14
C  0.50  -5.12  4.96  -0.03
C  0.28  -3.97  4.04  -0.24
C  -1.01  -3.47  3.86  0.00
C  -1.23  -2.41  2.99  -0.15
N  -0.21  -1.84  2.29  -0.20
C  1.06  -2.30  2.48  -0.11
C  1.32  -3.36  3.34  0.00
H  0.18  -4.87  5.98  0.10
H  -0.08  -6.00  4.65  0.10
H  1.56  -5.39  4.99  0.09
H  -1.87  -3.90  4.38  0.13
H  -2.22  -1.98  2.83  0.10
H  1.85  -1.80  1.92  0.08
H  2.35  -3.71  3.45  0.13

Which of these has the lowest M? C2H4O4

Look up the M of the first one. 92.050 Da